Computed, not measured: a 2-piece molecular cluster, C2H8N2O2 overall at a distorted geometry, with ωB97M-V with the def2-TZVPD basis set.

ORCA input file:
```
! wB97M-V def2-TZVPD RIJCOSX def2/J DEFGRID3
* xyz 0 1
O 2.004 1.296 0.374
C 2.164 1.814 1.443
O 2.467 1.156 2.565
H 2.262 2.901 1.538
H 2.628 0.229 2.327
N -2.395 -0.485 -0.156
C -1.039 -1.036 -0.479
N -0.684 -0.873 -1.877
H -2.264 0.533 -0.248
H -2.858 -0.477 -1.078
H -1.084 -2.056 -0.091
H -0.363 -0.410 0.094
H 0.317 -1.017 -1.964
H -1.154 -1.573 -2.448
*
```

As for the HOMO-LUMO gap: 0.3776 Ha. As for the SMILES: O=CO.NCN. Its largest force on an atom is 2.33 eV Å⁻¹.

=====

Computed, not measured: a 2-piece molecular cluster, C2H8N2O2 overall at a distorted geometry, with ωB97M-V with the def2-TZVPD basis set.

ORCA input file:
```
! wB97M-V def2-TZVPD RIJCOSX def2/J DEFGRID3
* xyz 0 1
C -1.576 -0.023 -1.663
N -0.360 -0.292 -0.901
C 0.525 0.623 -0.377
N 1.710 0.070 0.111
O 0.327 1.907 -0.513
H -2.209 0.839 -1.319
H -2.236 -0.918 -1.687
H -1.196 0.176 -2.626
H -0.038 -1.163 -0.921
H 1.601 -0.776 0.718
H 2.441 0.740 0.209
O 0.632 -0.671 2.778
H -0.212 -0.227 2.464
H 0.591 -0.283 3.728
*
```

As for the HOMO-LUMO gap: 0.3667 Ha. As for the SMILES: CNC(N)=O.O. Its largest force on an atom is 5.02 eV Å⁻¹.

=====

Computed, not measured: a 2-piece molecular cluster, C2H8N2O2 overall at a distorted geometry, with ωB97M-V with the def2-TZVPD basis set.

ORCA input file:
```
! wB97M-V def2-TZVPD RIJCOSX def2/J DEFGRID3
* xyz 0 1
O -1.352 2.076 -0.647
C -1.453 1.684 0.487
O -0.904 0.554 0.931
H -1.968 2.298 1.236
H 0.008 0.456 0.530
N 0.780 -2.391 0.025
C 0.939 -1.207 -0.811
N 1.597 -0.160 -0.001
H -0.177 -2.499 0.328
H 1.038 -3.223 -0.488
H -0.034 -0.881 -1.179
H 1.588 -1.390 -1.669
H 1.963 -0.490 0.874
H 2.077 0.464 -0.626
*
```

As for the HOMO-LUMO gap: 0.3949 Ha. As for the SMILES: O=CO.NCN. Its largest force on an atom is 2.26 eV Å⁻¹.

=====

Computed, not measured: a 2-piece molecular cluster, C2H8N2O2 overall at a distorted geometry, with ωB97M-V with the def2-TZVPD basis set.

ORCA input file:
```
! wB97M-V def2-TZVPD RIJCOSX def2/J DEFGRID3
* xyz 0 1
C -1.149 -1.127 0.588
C -0.532 0.208 0.374
O -0.051 0.985 1.232
N -0.749 0.704 -0.895
N -0.346 1.975 -1.393
H -1.238 -1.171 1.634
H -2.106 -1.364 0.163
H -0.441 -1.859 0.333
H -1.270 0.078 -1.532
H 0.680 1.992 -1.090
H -1.085 2.600 -1.022
O 2.175 -0.258 0.366
H 2.575 0.549 -0.012
H 1.334 0.149 0.606
*
```

As for the HOMO-LUMO gap: 0.3914 Ha. As for the SMILES: CC(=O)NN.O. Its largest force on an atom is 4.47 eV Å⁻¹.

=====

LUMO energy list, top to bottom, in eV: 0.69, 0.58, 0.94, 0.71
Energy above the lowest of the compared OMol25 structures with the same formula, charge and spin list, top to bottom, in kcal/mol: 34.8, 26.3, 27.0, 52.3
DFT total energy list, top to bottom, in eV: -9278.4014, -9278.7705, -9278.7377, -9277.6409